# C5H6FN3O4

A structure of composition C5H6FN3O4 (wB97M-V/def2-TZVPD, OMol25).

ORCA input file:
```
! RIJCOSX wB97M-V def2-TZVPD def2/J DEFGRID3
* xyz 0 1
F 2.784 -1.943 -1.004
O 3.943 1.059 -0.468
O 1.516 -0.066 1.507
O 4.430 -0.657 0.920
O 0.102 -3.599 -0.935
N -0.492 1.642 -0.646
N 0.073 -1.954 1.057
N 0.262 0.837 -1.465
C 0.573 -2.621 -0.217
C 1.184 -1.014 0.850
C -0.112 2.005 0.514
C 4.143 0.198 0.238
C 1.628 -1.757 -0.370
H 0.941 1.804 0.878
H 1.155 0.539 -1.265
H -0.965 2.430 0.915
H -0.798 -1.591 1.313
H -0.823 -3.797 -0.602
H 0.082 0.962 -2.465
*
```

Values from the calculation:
Energy above the lowest of the compared OMol25 structures with the same formula, charge and spin = 1.1504 eV
Gap between HOMO and LUMO = 0.315 Ha
Maximum force = 3.78 eV Å⁻¹
E_LUMO = 0.049 eV

Löwdin population analysis, charges in e, atoms 1 to 2: F 0.092; O 0.229